1.
{
  "formula": "C6H8N2O",
  "method": "the ωB97M-V functional and the def2-TZVPD basis",
  "e_homo_ev": [-9.041, -7.695],
  "spin_multiplicity": 1,
  "orbital_gap_ev": [9.472, 6.974],
  "elements": ["C", "C", "C", "C", "C", "C", "N", "N", "O", "H", "H", "H", "H", "H", "H", "H", "H"],
  "positions_angstrom": [[-2.973, -0.359, -0.076], [-2.182, 0.779, -0.014], [-0.974, -1.055, 0.030], [1.570, 0.339, -0.240], [0.395, 1.055, 0.376], [1.959, -0.851, 0.501], [-2.149, -1.466, -0.123], [-0.823, 0.291, 0.118], [2.555, -1.861, -0.213], [-3.999, -0.373, -0.199], [-2.314, 1.788, -0.176], [1.143, -0.029, -1.244], [2.536, 1.063, -0.398], [0.526, 1.342, 1.445], [0.408, 2.100, -0.209], [2.340, -0.716, 1.463], [1.982, -2.047, -1.042]],
  "lowdin_charge": [-0.14, -0.03, -0.10, -0.24, -0.19, -0.20, 0.04, -0.09, -0.03, 0.07, 0.07, 0.14, 0.17, 0.13, 0.16, 0.09, 0.15]
}


2.
{
  "formula": "C6H8N2O",
  "method": "the ωB97M-V functional and the def2-TZVPD basis",
  "e_homo_ev": -7.300,
  "spin_multiplicity": 1,
  "orbital_gap_ev": 7.874,
  "elements": ["C", "C", "C", "C", "C", "C", "H", "H", "H", "H", "H", "H", "H", "H", "N", "N", "O"],
  "positions_angstrom": [[2.413, 0.064, -0.021], [1.695, 0.084, 1.275], [-0.632, 0.018, 0.346], [-2.067, -0.047, 0.431], [-2.600, -0.086, -0.820], [-1.535, -0.102, -1.679], [3.566, -0.087, 0.352], [2.221, 0.818, -0.845], [2.207, -0.830, -0.571], [-0.175, 0.221, 2.522], [-2.767, -0.022, 1.467], [-3.736, -0.016, -1.158], [-1.425, -0.116, -2.795], [0.643, -0.067, -1.240], [0.271, 0.099, 1.331], [-0.373, -0.064, -0.960], [2.292, 0.133, 2.366]],
  "lowdin_charge": [-0.03, -0.49, -0.38, -0.10, -0.17, -0.17, 0.16, 0.11, 0.06, 0.30, 0.15, 0.15, 0.12, 0.13, 0.10, 0.05, 0.01]
}


3.
{
  "formula": "C6H8N2O",
  "method": "the ωB97M-V functional and the def2-TZVPD basis",
  "e_homo_ev": -8.473,
  "spin_multiplicity": 1,
  "orbital_gap_ev": 8.746,
  "elements": ["C", "C", "C", "C", "C", "C", "N", "N", "O", "H", "H", "H", "H", "H", "H", "H", "H"],
  "positions_angstrom": [[-0.202, -0.267, -1.464], [-1.170, 0.213, -0.395], [1.288, -0.295, 0.230], [-0.639, -0.572, -2.673], [2.245, -0.360, 1.142], [-1.204, 0.636, 1.992], [1.110, -0.352, -1.061], [-0.580, 0.560, 0.738], [-2.337, 0.199, -0.609], [0.037, -0.701, -3.460], [-1.671, -0.461, -2.793], [2.170, 0.151, 1.992], [3.090, -0.948, 1.070], [-1.867, 1.492, 1.791], [-1.655, -0.220, 2.352], [-0.463, 0.870, 2.744], [1.848, 0.055, -1.597]],
  "lowdin_charge": [-0.24, -0.55, -0.08, 0.11, 0.07, -0.09, 0.08, 0.03, 0.08, 0.06, 0.06, 0.01, 0.04, 0.11, 0.06, 0.08, 0.17]
}


4.
{
  "formula": "C6H8N2O",
  "method": "the ωB97M-V functional and the def2-TZVPD basis",
  "e_homo_ev": -8.753,
  "spin_multiplicity": 1,
  "orbital_gap_ev": 8.884,
  "elements": ["C", "C", "C", "C", "C", "C", "N", "N", "O", "H", "H", "H", "H", "H", "H", "H", "H"],
  "positions_angstrom": [[-0.622, 1.410, 0.674], [-0.418, 2.185, -0.570], [-0.299, 0.176, 0.730], [0.949, 0.462, -1.444], [0.022, -0.641, -1.103], [-0.531, -0.914, 1.731], [0.271, 1.689, -1.525], [0.805, -1.784, -0.941], [2.170, 0.349, -1.505], [-1.059, 1.962, 1.527], [-0.754, 3.186, -0.733], [-0.995, -0.710, -1.547], [0.337, -1.605, 1.431], [-1.531, -1.415, 1.570], [-0.312, -0.315, 2.670], [0.317, -2.569, -0.470], [1.649, -1.467, -0.496]],
  "lowdin_charge": [-0.10, -0.11, -0.16, -0.48, -0.16, -0.07, 0.13, 0.03, 0.07, 0.12, 0.10, 0.15, 0.08, 0.11, 0.10, 0.10, 0.08]
}


Largest force on an atom for every record listed, in sequence, given in eV/Å: 3.5, 6.1, 5.8, 5.4.
Energy above the lowest of the compared OMol25 structures with the same formula, charge and spin for every record listed, in sequence, given in kJ/mol: 508.25, 238.79, 384.52, 286.90.